1.
C5H14 | ωB97M-V/def2-TZVPD

Its SMILES is CCC.CC. The orbital gap is 12.1 eV. Its HOMO energy is -10.98 eV. The LUMO energy comes out at 1.126 eV. The electronic energy is -198.86389 a.u. The energy above the lowest of the compared OMol25 structures with the same formula, charge and spin is 15.9 kcal per mole. Its max |F| is 1.85 eV Å⁻¹.

The geometry in XYZ format:
```
19
C5H14 | the Open Molecules 2025 dataset | ωB97M-V/def2-TZVPD
C -1.982 -1.270 -0.792
C -2.631 0.107 -0.650
C -0.525 -1.351 -0.287
H -2.055 -1.649 -1.817
H -2.537 -2.036 -0.238
H -3.623 -0.013 -0.206
H -2.079 0.896 -0.147
H -0.296 -2.342 0.090
H -0.287 -0.622 0.477
H -2.830 0.527 -1.646
H 0.090 -1.184 -1.179
C 1.721 0.985 0.689
C 3.188 1.411 0.947
H 1.201 1.642 -0.018
H 1.797 -0.027 0.313
H 1.136 1.173 1.586
H 3.652 0.553 1.460
H 3.259 2.250 1.636
H 3.872 1.446 0.099
```


2.
C31H38AgAsP2S2Si2 | ωB97M-V/def2-TZVPD

The total charge is -2. The orbital gap is 6.0 eV. Its HOMO energy is -1.51 eV. The LUMO energy comes out at 4.485 eV. The electronic energy is -5645.06861 a.u. Its max |F| is 0.64 eV Å⁻¹.

The geometry in XYZ format:
```
77
C31H38AgAsP2S2Si2 | the Open Molecules 2025 dataset | ωB97M-V/def2-TZVPD
Ag 0.135 -1.646 1.212
S -2.685 -0.034 1.801
P -1.191 1.155 1.220
C 0.364 0.629 1.525
P 1.894 0.840 0.882
S 3.204 -0.634 1.200
C 2.683 2.420 1.446
C 4.045 2.506 1.716
C 4.611 3.704 2.136
C 3.820 4.834 2.296
C 2.457 4.757 2.040
C 1.899 3.557 1.621
C 1.905 1.116 -0.954
C 2.578 2.158 -1.581
C 2.542 2.299 -2.965
C 1.829 1.398 -3.741
C 1.151 0.352 -3.122
C 1.192 0.216 -1.746
C -1.538 2.782 2.045
C -0.854 3.063 3.225
C -1.097 4.236 3.926
C -2.029 5.151 3.453
C -2.719 4.878 2.278
C -2.477 3.700 1.584
C -1.504 1.629 -0.546
C -2.363 0.892 -1.349
C -2.509 1.194 -2.699
C -1.803 2.247 -3.260
C -0.942 2.996 -2.464
C -0.795 2.683 -1.123
H 4.648 1.614 1.597
H 5.674 3.752 2.344
H 4.261 5.767 2.629
H 1.822 5.624 2.179
H 0.832 3.496 1.456
H 3.138 2.872 -0.990
H 3.073 3.120 -3.435
H 1.794 1.513 -4.819
H 0.580 -0.356 -3.712
H 0.648 -0.593 -1.269
H -0.113 2.349 3.569
H -0.550 4.440 4.840
H -2.217 6.072 3.994
H -3.450 5.585 1.901
H -3.028 3.491 0.674
H -2.923 0.081 -0.900
H -3.178 0.598 -3.310
H -1.909 2.479 -4.313
H -0.368 3.808 -2.895
H -0.104 3.260 -0.520
C 0.948 -6.560 -0.916
Si 1.047 -4.700 -0.528
C 0.568 -3.846 -2.148
C 2.867 -4.335 -0.235
As -0.164 -4.185 1.372
Si -2.317 -4.259 0.528
C -2.810 -2.904 -0.685
C -3.451 -4.076 2.021
C -2.753 -5.901 -0.321
H 1.563 -6.824 -1.784
H -0.082 -6.864 -1.118
H 1.297 -7.137 -0.055
H 1.307 -4.086 -2.921
H 0.534 -2.762 -2.030
H -0.413 -4.179 -2.497
H 3.473 -4.659 -1.088
H 3.216 -4.861 0.658
H 3.031 -3.267 -0.075
H -2.614 -1.937 -0.217
H -3.884 -2.968 -0.899
H -2.264 -2.953 -1.628
H -3.248 -3.112 2.492
H -3.265 -4.865 2.754
H -4.508 -4.102 1.736
H -2.205 -6.007 -1.261
H -3.824 -5.955 -0.544
H -2.485 -6.749 0.314
```


3.
C9H10NS2 | ωB97M-V/def2-TZVPD

The total charge is -1. The orbital gap (spin up / spin down) is 5.9 / 5.9 eV. Its HOMO energy (spin up / spin down) is -3.46 / -3.46 eV. The LUMO energy (spin up / spin down) comes out at 2.474 / 2.473 eV. The electronic energy is -1199.94869 a.u. The energy above the lowest of the compared OMol25 structures with the same formula, charge and spin is 25.4 kcal per mole. Its max |F| is 4.97 eV Å⁻¹.

The geometry in XYZ format:
```
22
C9H10NS2 | the Open Molecules 2025 dataset | ωB97M-V/def2-TZVPD
C -0.947 2.939 0.321
C -2.050 2.125 0.177
C 0.265 2.384 0.654
C -0.661 0.409 0.444
C -1.978 0.739 0.223
C 0.515 1.016 0.583
C 1.157 -1.846 0.061
C 0.710 -2.413 1.399
C 0.761 -1.040 -2.054
N 0.282 -1.590 -0.812
S -3.339 -0.215 -0.105
S 2.061 0.201 0.741
H -1.011 4.079 0.296
H -3.085 2.581 0.093
H 1.111 3.065 0.597
H 2.184 -2.234 -0.314
H -0.247 -1.849 1.578
H 1.469 -2.264 2.069
H 0.188 -3.389 1.209
H 0.147 -1.274 -2.959
H 0.796 0.063 -1.916
H 1.673 -1.489 -2.286
```


4.
H3INO2P | ωB97M-V/def2-TZVPD

Its SMILES is O=PNI.O. The orbital gap is 8.8 eV. Its HOMO energy is -9.83 eV. The LUMO energy comes out at -1.022 eV. The electronic energy is -846.07791 a.u. The energy above the lowest of the compared OMol25 structures with the same formula, charge and spin is 14.2 kcal per mole. Its max |F| is 3.74 eV Å⁻¹.

The geometry in XYZ format:
```
8
H3INO2P | the Open Molecules 2025 dataset | ωB97M-V/def2-TZVPD
N -1.936 0.729 1.416
O -0.747 -0.947 -0.143
O 2.891 -1.064 -2.025
P -0.419 0.056 0.867
I -1.967 2.529 2.476
H -2.728 0.428 0.867
H 1.950 -1.226 -2.139
H 2.955 -0.504 -1.320
```